(1)
Entry from OMol25: a molecular structure, C15H17N7ORuS8 (ωB97M-V with the def2-TZVPD basis set).

As for the energy above the lowest of the compared OMol25 structures with the same formula, charge and spin: 80.1 kJ/mol. As for the HOMO-LUMO gap (spin up / spin down): 5.71 / 5.05 eV. The expectation value of S² is 0.756. The HOMO energy (spin up / spin down) comes out at -3.68 / -3.68 eV.

```
! wB97M-V def2-TZVPD RIJCOSX def2/J DEFGRID3
* xyz -1 2
O 5.704 -2.582 -3.051
Ru 0.122 -0.987 0.566
H 0.031 -0.146 -2.479
S 0.639 -2.712 -0.986
C -0.811 2.012 -1.227
H -1.941 3.645 -2.173
C 1.069 0.415 2.912
S 4.427 -0.710 -1.692
H -1.421 3.158 3.346
S -2.972 -1.458 2.434
C 2.245 -2.202 -1.450
H -1.061 2.543 -0.304
C 1.930 -0.747 2.752
H 2.229 1.521 4.332
S -0.657 -3.566 3.500
H -3.003 1.238 -0.005
H -0.667 2.977 -3.192
H -0.980 0.923 -4.315
N 3.045 -1.060 3.363
C 1.307 1.483 3.764
H -3.167 -0.299 -0.840
S -1.962 -2.276 4.101
C -1.720 0.635 -3.565
C -2.790 0.716 -0.942
H -4.169 0.839 -2.646
N -1.331 0.642 -1.112
S 3.270 -3.322 -2.336
C 2.495 -2.556 1.810
C -1.051 -0.086 -2.368
C 4.679 -2.264 -2.496
H 4.242 -2.674 2.993
H -3.942 2.375 -1.812
N 1.535 -1.657 1.815
C 2.782 -1.005 -1.153
H 2.541 -3.429 1.180
S 1.905 0.267 -0.330
N -0.039 0.363 2.143
C -0.686 2.372 3.216
H -1.853 1.252 1.779
H -2.453 -0.009 -4.057
N 3.387 -2.207 2.749
C -1.435 2.719 -2.460
H 0.274 1.959 -1.301
H -1.416 -1.104 -2.250
S -1.993 -2.119 0.799
N 0.443 2.477 3.911
N -2.412 1.849 -3.119
C -0.935 1.332 2.341
C -3.431 1.466 -2.141
*
```

Results of the Mulliken charge analysis, in e, for atoms 1 through 6: number 1, O, carries -0.62; number 2, Ru, carries 0.19; number 3, H, carries 0.11; number 4, S, carries -0.53; number 5, C, carries -0.56; number 6, H, carries 0.33

(2)
Entry from OMol25: C6H6N2OS in the gas phase at a distorted geometry (ωB97M-V with the def2-TZVPD basis set).

As for the energy above the lowest of the compared OMol25 structures with the same formula, charge and spin: 314.9 kJ/mol. As for the HOMO-LUMO gap: 9.05 eV. The HOMO energy comes out at -9.46 eV.

```
! wB97M-V def2-TZVPD RIJCOSX def2/J DEFGRID3
* xyz 0 1
N 0.598 -1.694 -0.861
N 1.719 1.983 0.847
S 0.844 2.167 2.305
C -0.273 0.845 1.801
H 1.910 0.605 -0.653
C -1.297 -0.869 -2.352
H 0.763 -2.690 -0.828
C 1.369 0.934 0.222
H -0.984 -1.200 -3.330
H -0.833 -1.699 0.826
C 0.217 0.194 0.735
H -1.097 0.521 2.411
O 0.154 3.445 2.327
C -0.614 -1.193 -1.286
C -0.280 -1.064 0.139
H -2.196 -0.285 -2.305
*
```

Results of the Mulliken charge analysis, in e, for atoms 1 through 6: number 1, N, carries -0.49; number 2, N, carries -0.55; number 3, S, carries 0.47; number 4, C, carries -0.52; number 5, H, carries 0.47; number 6, C, carries -0.85

(3)
Entry from OMol25: a molecular structure, C17H40N2O6P3 at a distorted geometry (ωB97M-V with the def2-TZVPD basis set).

As for the HOMO-LUMO gap: 4.04 eV. The HOMO energy comes out at -10.56 eV.

```
! wB97M-V def2-TZVPD RIJCOSX def2/J DEFGRID3
* xyz 1 1
H -0.456 -2.265 -4.532
P -6.190 -0.282 -2.820
C 3.046 -3.583 3.132
H 4.923 -1.960 4.128
H 1.100 -0.348 5.684
H -0.218 -0.139 -5.688
C 4.094 -2.031 4.838
H 4.378 0.682 4.055
C 1.678 -2.795 5.026
O -4.717 -0.567 -3.471
P -3.173 3.116 -3.862
H 2.141 -0.058 -0.299
H -5.176 4.445 -3.312
P -3.964 0.440 -4.479
H 1.236 -0.649 -4.879
H 0.703 -2.720 4.545
C 0.229 -0.266 -4.702
N 2.493 -1.165 3.242
C -2.007 -1.120 -3.639
H -3.703 5.386 -3.589
H -6.701 0.748 -3.619
C 3.560 0.435 4.738
H 0.151 -0.115 4.213
H -0.027 0.932 -1.885
H -0.562 1.636 -4.050
C 0.833 1.036 -2.559
C 3.981 -0.731 5.624
H 4.309 -2.870 5.501
H 1.660 -2.215 5.942
N -6.243 -0.045 -1.296
H 3.323 -4.442 3.738
H 3.847 -3.406 2.417
H 0.632 -0.856 -0.861
H 3.289 -0.844 6.461
H 1.300 1.997 -2.311
H -4.575 4.700 -4.980
H -0.003 -1.582 -2.994
H -1.992 2.319 -1.955
O 1.787 0.011 -2.339
C 1.022 0.231 4.770
C 2.816 -2.407 4.070
C 1.680 -0.642 -1.105
C 2.137 1.252 2.819
H 3.365 1.324 5.338
C 0.381 1.091 -4.014
H -2.206 -1.130 -2.567
H 2.193 -1.599 -1.206
H -2.022 4.084 -2.022
H -3.430 3.190 -1.384
H 1.919 2.199 3.306
C -4.292 4.538 -3.944
C -0.513 -1.357 -3.930
H 2.137 -3.828 2.582
H 1.097 1.687 -4.583
O -4.373 0.336 -5.871
C -2.632 3.185 -2.128
O 3.043 -1.118 2.168
H 4.951 -0.503 6.065
H 3.041 1.378 2.226
O -4.281 1.842 -3.803
H -5.341 -0.060 -0.839
H -6.896 -1.402 -3.271
H 1.820 -3.834 5.312
H 1.313 1.015 2.145
C 2.288 0.195 3.903
H 0.842 1.263 5.060
O -2.440 0.151 -4.175
H -2.608 -1.910 -4.085
*
```

Results of the Mulliken charge analysis, in e, for atoms 1 through 6: number 1, H, carries 0.42; number 2, P, carries 0.41; number 3, C, carries -1.82; number 4, H, carries 0.43; number 5, H, carries 0.29; number 6, H, carries 0.39

(4)
Entry from OMol25: a molecular structure, C33H34BN15O5SSc (ωB97M-V with the def2-TZVPD basis set).

As for the HOMO-LUMO gap (spin up / spin down): 8.07 / 7.16 eV. The expectation value of S² is 0.753. The HOMO energy (spin up / spin down) comes out at -8.56 / -8.28 eV.

```
! wB97M-V def2-TZVPD RIJCOSX def2/J DEFGRID3
* xyz 0 2
N 1.304 -0.938 -5.939
H 4.494 -0.356 2.291
N -0.517 0.324 -6.224
C -0.160 -4.166 1.532
C -6.824 4.508 -0.967
C 3.855 -2.953 2.692
H 1.846 -1.087 5.784
H -1.463 1.305 -4.033
C 4.907 -3.348 3.476
H 4.626 1.608 0.393
H 3.604 -3.200 1.675
H -2.782 0.778 4.492
H 1.489 -4.190 3.039
H -7.394 5.311 -0.496
N -4.487 4.145 -0.454
H 2.499 3.145 -0.609
O -0.642 2.255 1.419
C 0.092 -0.168 -3.902
C -6.042 3.458 1.193
O -2.334 -0.691 2.236
C 3.714 0.080 1.692
C 1.922 2.223 -0.673
N 0.089 3.206 2.091
N -0.293 0.030 -1.154
H -7.522 3.703 -1.198
C 5.541 -2.713 5.935
H 1.200 -1.362 -0.938
N 3.617 -1.925 4.649
H -1.754 1.431 -1.569
C 1.452 -0.906 -9.638
O -4.309 -0.049 1.607
H 5.095 -2.086 6.704
N -3.137 -0.111 1.440
H 5.705 -4.019 3.215
H -1.310 0.951 -8.865
C 1.160 -0.790 -7.303
C -0.660 0.591 4.527
C 0.624 -0.797 -1.658
C -1.746 -2.969 -0.148
H 1.996 -1.245 -10.509
C 1.904 -1.258 -8.383
N -0.025 0.113 3.458
C -0.637 -3.044 0.849
N 2.439 -0.319 1.828
N -3.708 3.177 1.584
O -2.544 0.409 0.428
C -0.426 0.343 -8.738
H -0.516 -5.178 1.462
C 1.062 -0.581 5.251
N 3.083 -2.107 3.416
H -0.263 0.407 6.705
H -1.959 1.970 3.484
H -6.384 4.878 -1.889
H 6.552 -2.354 5.741
C -1.023 0.760 -2.005
H -1.450 -3.430 -1.092
C 3.762 1.068 0.735
C 0.016 -0.002 -7.460
C -1.900 1.417 4.422
C -0.861 0.695 -3.376
Sc -0.588 0.246 1.284
H -0.013 0.135 -10.818
C 2.436 1.241 0.327
C 0.302 -0.116 -9.814
S -1.912 3.956 -0.252
C 0.853 -3.685 2.333
H 0.876 2.466 -0.496
C -3.545 3.714 0.385
N 0.058 -1.965 1.209
H -5.139 2.594 2.940
H 1.598 -1.633 -3.352
C 4.706 -2.670 4.699
H 5.622 -3.730 6.322
H -2.031 -1.938 -0.356
C 0.272 -0.247 -5.359
O 1.025 2.765 2.668
H 2.044 -1.423 -5.465
H 2.789 -1.865 -8.251
N 0.978 -2.368 2.120
N 1.646 0.395 0.989
H 2.017 1.838 -1.691
C -0.001 0.176 5.688
B 1.895 -1.344 2.859
H -7.062 3.340 1.530
C 0.846 -0.931 -3.016
C -4.979 3.047 1.968
H -2.625 -3.499 0.219
C -5.748 4.025 -0.045
N 1.041 -0.607 3.910
H -1.936 2.136 5.240
*
```

Results of the Mulliken charge analysis, in e, for atoms 1 through 6: number 1, N, carries 0.03; number 2, H, carries 0.45; number 3, N, carries -0.64; number 4, C, carries -1.83; number 5, C, carries -1.21; number 6, C, carries -0.22

(5)
Entry from OMol25: a molecular structure, C11H20Cl2N2O2PTb at a distorted geometry (ωB97M-V with the def2-TZVPD basis set).

As for the HOMO-LUMO gap (spin up / spin down): 6.48 / 8.34 eV. The expectation value of S² is 12.612. The HOMO energy (spin up / spin down) comes out at -16.13 / -16.16 eV.

```
! wB97M-V def2-TZVPD RIJCOSX def2/J DEFGRID3
* xyz 2 7
H -4.502 0.802 -0.642
H 0.275 -2.088 -4.227
H -4.361 -0.983 -0.430
O 0.932 2.151 -3.023
H 2.164 -2.832 -1.648
H 0.794 -3.515 -0.713
C 0.668 3.611 0.778
C 1.082 -3.034 -1.662
H -1.906 -2.413 -1.137
H 0.997 0.124 3.611
C 0.523 3.281 3.352
H 0.853 -3.709 -2.504
H -0.164 3.235 0.152
H 0.454 1.030 6.003
H -2.179 -1.227 -2.423
C 0.545 -1.184 -3.662
H -1.561 -2.830 -2.826
Cl -2.514 -0.909 1.836
C 0.635 2.143 4.154
N 0.912 1.107 3.350
C 0.593 2.050 5.622
C 0.752 2.864 2.041
N 1.074 1.517 2.037
C -4.228 -0.001 0.052
C -2.808 0.116 0.473
C -1.518 -2.028 -2.081
H 0.476 4.689 0.932
H 1.615 3.560 0.202
H 0.290 4.278 3.708
P 0.212 -1.418 -1.861
O -1.913 0.792 -0.032
C 1.251 1.527 -2.097
Cl 3.537 -1.314 0.945
H 1.516 2.439 6.092
H -4.822 0.077 0.981
H -0.242 2.626 6.054
Tb 1.946 0.403 0.187
H 1.612 -0.981 -3.800
H -0.038 -0.339 -4.049
*
```

Results of the Mulliken charge analysis, in e, for atoms 1 through 6: number 1, H, carries 0.28; number 2, H, carries 0.43; number 3, H, carries 0.29; number 4, O, carries -0.06; number 5, H, carries 0.38; number 6, H, carries 0.37

(6)
Entry from OMol25: a molecular structure, C51H60AsN4PSY at a distorted geometry (ωB97M-V with the def2-TZVPD basis set).

As for the energy above the lowest of the compared OMol25 structures with the same formula, charge and spin: 127.8 kJ/mol. As for the HOMO-LUMO gap: 7.85 eV. The HOMO energy comes out at -15.83 eV.

```
! wB97M-V def2-TZVPD RIJCOSX def2/J DEFGRID3
* xyz 3 1
C 1.338 -5.341 3.368
H 5.815 1.199 1.791
H 2.675 4.344 1.913
H -3.446 -0.275 4.411
C 5.489 -0.590 3.865
H 4.639 -0.999 4.420
C -1.383 3.826 -0.627
C 3.096 4.644 2.884
H 6.371 3.507 2.560
H 0.892 2.177 3.783
C 6.809 -1.044 4.482
C 0.494 5.354 -0.601
H -6.874 -3.648 2.329
P -2.064 2.181 -0.346
H 2.225 -1.904 -0.531
C -3.352 2.293 0.916
C 4.331 3.816 3.243
H 6.222 -0.719 1.813
Y -0.213 0.461 0.998
H -3.562 4.438 1.073
C -5.858 -3.270 2.358
H -3.292 -2.847 4.523
C -5.142 -3.293 3.550
C 3.970 0.707 1.267
H -3.522 -1.910 0.329
H 0.091 7.354 -1.274
C 5.407 3.833 2.154
H -2.573 -1.563 -1.745
H -3.153 1.140 6.391
C -1.663 6.113 -1.355
H 1.104 0.671 6.127
H -6.207 2.135 3.531
C -3.839 -2.813 3.592
C -0.039 -5.516 3.380
C 8.025 -0.344 3.874
N 4.141 -0.528 1.741
C -1.062 -2.742 -0.759
H -0.458 -6.493 3.590
H 1.400 0.041 -1.822
H 0.823 -0.748 4.148
C -0.891 -4.443 3.124
C 1.878 -4.089 3.083
As -1.456 -1.667 2.504
C -3.254 -2.301 2.432
H 5.569 4.851 1.788
H 5.333 -2.108 2.336
H 4.031 2.778 3.443
C -0.644 -0.611 -1.810
H -5.220 0.030 2.643
C -1.004 1.018 6.369
H 1.098 2.800 2.283
C -3.968 -2.289 1.237
H 2.307 4.546 3.638
C -5.270 -2.772 1.201
C -2.281 0.741 5.885
H 0.653 -3.718 0.104
H 0.632 3.310 -0.025
H -5.596 -3.691 4.449
H 1.995 -6.179 3.574
C -2.983 1.764 -4.302
H 3.340 -1.128 1.684
H -0.998 0.215 -2.411
H 6.772 -0.845 5.552
N 4.974 1.557 1.363
H 5.412 0.502 3.937
H -5.825 -2.765 0.269
H -5.430 -0.224 -3.061
H 1.467 -2.063 2.568
N 0.568 2.125 2.824
H 4.763 4.183 4.175
H -1.741 -3.547 -0.504
C 5.362 -1.023 2.411
C 5.040 2.977 0.952
C -0.055 -0.313 4.602
C -0.321 6.368 -1.087
C 1.032 -3.023 2.820
H -1.539 2.833 -3.140
H 7.933 0.745 3.958
C -3.979 0.828 -1.884
C -3.905 3.469 1.416
C 1.167 -1.816 -0.753
C -4.074 0.906 -4.288
H -1.315 1.923 3.415
H -2.297 6.898 -1.749
H 6.906 -2.131 4.382
C -0.354 -3.195 2.854
S 2.463 1.164 0.514
C -1.533 -1.628 -1.440
C -2.390 2.161 -3.109
C -2.189 4.848 -1.135
C -4.843 0.997 2.325
H -3.415 0.149 0.994
H 8.179 -0.594 2.819
H 1.545 5.543 -0.421
C -0.039 4.090 -0.372
H -4.402 0.475 -0.952
C -1.336 -0.598 4.119
H -1.958 -4.604 3.128
C -2.886 1.698 -1.892
C 0.703 -0.706 -1.470
C 0.111 0.487 5.731
H 5.761 3.074 0.144
H -0.883 1.629 7.256
H -1.019 3.410 2.784
C -5.397 2.172 2.812
H 3.336 5.708 2.811
C -3.813 1.070 1.395
N -0.816 2.422 2.682
C -4.920 3.403 2.366
H 4.066 3.251 0.556
H -3.227 4.651 -1.380
H 8.944 -0.625 4.389
C -4.571 0.437 -3.078
C 0.288 -2.838 -0.412
H -5.359 4.320 2.742
H -4.546 0.612 -5.218
H -2.595 2.136 -5.242
C -2.450 -0.067 4.769
H 2.955 -3.953 3.064
*
```

Results of the Mulliken charge analysis, in e, for atoms 1 through 6: number 1, C, carries -0.74; number 2, H, carries 0.16; number 3, H, carries -0.07; number 4, H, carries 0.35; number 5, C, carries 0.39; number 6, H, carries 0.28

(7)
Entry from OMol25: a molecular structure, C4H9N2 at a distorted geometry (ωB97M-V with the def2-TZVPD basis set).

As for the energy above the lowest of the compared OMol25 structures with the same formula, charge and spin: 384.3 kJ/mol. As for the HOMO-LUMO gap: 10.43 eV. The HOMO energy comes out at -14.80 eV.

```
! wB97M-V def2-TZVPD RIJCOSX def2/J DEFGRID3
* xyz 1 1
H -0.322 -2.557 -0.807
H -2.120 1.062 0.147
H 2.095 0.681 -1.120
H -1.761 -0.290 1.336
N 1.296 -1.300 0.294
C -0.476 -0.307 -0.404
C 0.234 -1.701 -0.306
C 0.781 0.003 0.540
H 2.307 1.645 0.467
H -0.415 0.171 -1.415
N -1.909 -0.020 0.257
H 0.608 0.188 1.669
H -2.585 -0.607 -0.169
C 1.523 1.115 -0.175
H 0.744 1.917 -0.315
*
```

Results of the Mulliken charge analysis, in e, for atoms 1 through 6: number 1, H, carries 0.30; number 2, H, carries 0.40; number 3, H, carries 0.29; number 4, H, carries 0.43; number 5, N, carries -0.52; number 6, C, carries -0.58

(8)
Entry from OMol25: C22H24N2O4 in the gas phase (ωB97M-V with the def2-TZVPD basis set).

As for the energy above the lowest of the compared OMol25 structures with the same formula, charge and spin: 144.2 kJ/mol. As for the HOMO-LUMO gap: 8.83 eV. The HOMO energy comes out at -8.11 eV.

```
! wB97M-V def2-TZVPD RIJCOSX def2/J DEFGRID3
* xyz 0 1
O 0.743 -3.237 -1.729
H 1.833 -3.542 0.326
C 1.490 1.526 0.681
H -2.541 -2.451 -1.448
H 0.969 1.286 1.597
H -7.023 -0.090 -0.315
H -5.857 -0.210 2.517
H 5.334 -0.257 2.588
O 3.645 -1.497 0.096
H 5.420 2.344 0.482
C -3.058 -1.510 -1.642
C 4.906 2.751 -0.386
C 0.480 -2.164 -1.234
H -6.334 -1.620 1.558
N -1.008 -0.158 -1.285
H 3.072 -1.555 3.301
C 2.799 1.961 0.727
H 0.550 -0.893 0.360
H -3.138 -1.381 -2.722
H 5.408 -0.448 -0.131
H 0.651 -0.475 -2.495
C -6.343 0.244 0.473
H -1.620 2.239 0.840
H 5.447 2.468 -1.286
H 3.333 2.410 -2.568
C 1.507 1.728 -1.705
N 0.742 -1.833 0.045
C -4.058 0.839 0.463
H -0.748 -1.495 -2.862
O -4.264 1.654 1.332
C 1.626 -2.621 0.880
H 0.998 1.688 -2.657
C 4.695 -0.816 0.579
H 1.137 -2.864 1.827
C 4.633 -0.735 1.935
C 3.448 -1.415 2.309
H 3.297 2.055 1.681
C 2.820 2.155 -1.652
H -7.558 -0.459 2.098
C -0.560 0.918 -0.543
O -5.036 0.071 -0.066
H -4.059 -1.560 -1.229
H 4.926 3.838 -0.312
H -6.504 1.308 0.678
C -2.326 -0.374 -1.027
C 0.826 1.390 -0.538
C -1.618 1.396 0.181
C 2.887 -1.866 1.151
C 3.489 2.270 -0.439
C -2.748 0.596 -0.129
C -6.536 -0.568 1.746
C -0.176 -1.039 -2.053
*
```

Results of the Mulliken charge analysis, in e, for atoms 1 through 6: number 1, O, carries -0.70; number 2, H, carries 0.47; number 3, C, carries -0.16; number 4, H, carries 0.35; number 5, H, carries 0.46; number 6, H, carries 0.32